1.
The following is a DFT calculation (wB97M-V/def2-TZVPD) of 2 unconnected molecules or ions with the total composition C13H18FN3O4 in a non-equilibrium geometry.

Cartesian coordinates (Å):
1 C 0.152 -3.929 -1.032
2 N 0.292 -2.531 -1.437
3 C -0.579 -1.523 -1.293
4 O -0.313 -0.470 -1.860
5 C -1.871 -1.663 -0.436
6 C -2.548 -0.324 -0.108
7 N -1.687 -2.373 0.834
8 C -2.275 -3.522 1.162
9 C -2.027 -4.023 2.565
10 O -2.969 -4.172 0.393
11 H -0.862 -4.284 -1.231
12 H 0.373 -4.039 0.030
13 H 0.850 -4.547 -1.598
14 H 1.103 -2.292 -1.986
15 H -2.568 -2.233 -1.052
16 H -1.882 0.294 0.495
17 H -2.784 0.204 -1.033
18 H -3.476 -0.500 0.438
19 H -1.130 -1.914 1.535
20 H -0.960 -4.180 2.710
21 H -2.559 -4.963 2.704
22 H -2.397 -3.289 3.280
23 N 2.888 2.904 -2.068
24 C 1.917 3.073 -1.105
25 C 0.611 2.786 -1.488
26 C -0.445 2.945 -0.597
27 F -1.716 2.705 -0.990
28 C -0.182 3.372 0.700
29 C 1.127 3.652 1.100
30 C 2.207 3.514 0.204
31 C 3.573 3.828 0.683
32 O 4.538 3.700 -0.056
33 O 3.705 4.245 1.963
34 H 2.708 2.216 -2.793
35 H 3.850 3.017 -1.732
36 H 0.394 2.440 -2.492
37 H -1.005 3.492 1.397
38 H 1.293 3.985 2.122
39 H 4.655 4.400 2.069

## Properties
- HOMO level (eV) = -8.26
- E (eV) = -29152.5533
- energy relative to the best compared isomer or geometry (same formula, charge and spin) (eV) = 0.143
- SMILES = CNC(=O)[C@H](C)NC(C)=O.Nc1cc(F)ccc1C(=O)O
- 2S+1 = 1
- maximum force (eV/Å) = 1.75



2.
The following is a DFT calculation (wB97M-V/def2-TZVPD) of C13H18N2 in the gas phase in a non-equilibrium geometry.

Cartesian coordinates (Å):
1 C -0.173 2.132 -0.016
2 C 0.339 0.916 -0.026
3 C -2.274 1.295 -0.011
4 C -3.689 1.403 0.001
5 C -4.433 0.262 0.005
6 C -3.798 -0.987 -0.008
7 C -2.420 -1.059 -0.021
8 C 0.680 3.381 0.000
9 C -1.754 -2.402 -0.010
10 C 2.713 0.730 0.137
11 C 1.471 -0.848 -1.342
12 C 1.270 -1.020 1.188
13 C 1.402 -0.075 -0.017
14 N -1.512 2.371 -0.011
15 N -1.707 0.065 -0.020
16 H -4.121 2.389 0.007
17 H -5.513 0.306 0.017
18 H -4.377 -1.897 -0.007
19 H 1.397 3.373 -0.818
20 H 0.013 4.232 -0.104
21 H 1.218 3.460 0.943
22 H -1.584 -2.726 1.018
23 H -0.799 -2.381 -0.524
24 H -2.397 -3.135 -0.490
25 H 3.538 0.028 0.236
26 H 2.892 1.355 -0.733
27 H 2.682 1.357 1.022
28 H 0.557 -1.408 -1.516
29 H 1.599 -0.158 -2.174
30 H 2.309 -1.542 -1.330
31 H 1.896 -1.901 1.054
32 H 1.577 -0.510 2.100
33 H 0.239 -1.331 1.311

## Properties
- HOMO level (eV) = -7.13
- E (eV) = -16751.0266
- energy relative to the best compared isomer or geometry (same formula, charge and spin) (eV) = 2.501
- 2S+1 = 1
- maximum force (eV/Å) = 2.98



3.
The following is a DFT calculation (wB97M-V/def2-TZVPD) of C13H18N2O3 in the gas phase.

Cartesian coordinates (Å):
1 C -4.481 -1.781 -0.262
2 C -4.398 -0.299 -0.226
3 N -5.479 0.384 -0.630
4 C -3.263 0.367 0.198
5 C -3.272 1.773 0.190
6 N -3.327 2.921 0.180
7 C -2.058 -0.318 0.635
8 O -1.952 -1.518 0.772
9 C -0.880 0.616 0.930
10 O 0.309 -0.132 1.088
11 C 0.742 -0.756 -0.019
12 O 0.220 -0.619 -1.096
13 C 1.957 -1.602 0.259
14 C 3.269 -0.818 0.064
15 C 3.337 -0.108 -1.302
16 C 3.172 1.379 -0.990
17 C 3.891 1.532 0.346
18 C 3.453 0.289 1.122
19 H -4.386 -2.184 0.745
20 H -5.420 -2.111 -0.700
21 H -3.644 -2.186 -0.829
22 H -6.294 -0.095 -0.972
23 H -5.465 1.391 -0.641
24 H -0.771 1.341 0.115
25 H -1.044 1.143 1.873
26 H 1.903 -1.971 1.284
27 H 1.937 -2.444 -0.434
28 H 4.081 -1.546 0.143
29 H 4.311 -0.279 -1.763
30 H 2.568 -0.468 -1.984
31 H 2.114 1.621 -0.875
32 H 3.585 2.016 -1.770
33 H 4.970 1.516 0.185
34 H 3.634 2.456 0.862
35 H 2.504 0.484 1.622
36 H 4.179 0.005 1.882

## Properties
- HOMO level (eV) = -9.08
- E (eV) = -22896.1550
- energy relative to the best compared isomer or geometry (same formula, charge and spin) (eV) = 0.934
- SMILES = C/C(N)=C(/C#N)C(=O)COC(=O)CC1CCCC1
- 2S+1 = 1
- maximum force (eV/Å) = 0.76